No. 1
DFT (the ωB97M-V functional and the def2-TZVPD basis) results for a cluster of 2 separate species, C2H7NS2 in total in a non-equilibrium geometry.

XYZ file:
```
12
Properties=species:S:1:pos:R:3:forces:R:3
C 3.79293 1.48427 -0.40343 1.273 1.378 -0.088
N 2.67858 1.07608 -0.82411 1.436 -1.473 0.044
H 4.76203 0.95051 -0.53780 -1.077 -0.585 -0.302
H 4.13086 2.47450 0.02818 -1.377 -0.499 0.012
H 1.82838 1.56890 -0.66831 -0.269 1.171 0.340
C -2.20835 -1.01014 -0.64252 -1.462 1.404 1.753
S -2.08673 -0.03594 1.03652 0.446 -0.517 -2.287
S -2.40787 -1.54723 2.28906 -1.546 -0.424 1.195
H -2.02083 -2.03853 -0.48767 -0.258 -1.099 0.739
H -1.45512 -0.74879 -1.31990 0.983 1.199 -0.975
H -3.22819 -0.80104 -0.99464 0.537 -0.300 -0.164
H -3.78568 -1.37257 2.52462 1.314 -0.256 -0.266
```
Positions in Å, forces in eV/Å.

Results
Electronic energy = -931.4650 Eh
HOMO-LUMO gap = 9.73 eV
Highest occupied orbital energy = -9.0694 eV
SMILES string = C=N.CSS
ΔE to the lowest compared entry with this formula, charge and spin = 153.7 kJ/mol
F_max = 2.7 eV Å⁻¹



No. 2
DFT (the ωB97M-V functional and the def2-TZVPD basis) results for a structure of composition C35H49N4O4Sr in a non-equilibrium geometry.

XYZ file:
```
93
Properties=species:S:1:pos:R:3:forces:R:3
Sr -1.84780 0.05489 -0.01611 -0.757 -0.087 2.291
C 3.01668 -3.50732 1.20222 0.112 -0.066 0.005
C 2.07358 -2.67523 0.32520 -0.127 0.043 0.091
C 2.89594 -1.93626 -0.73631 0.017 0.069 0.000
C 2.26821 -1.54526 -2.10835 -0.007 0.123 0.192
C 1.06403 -2.40332 -2.46673 -0.124 0.035 -0.127
C 3.35415 -1.72293 -3.17140 0.056 0.037 -0.069
N 1.83055 -0.08921 -2.20781 -0.583 0.091 0.231
C 2.42303 0.87501 -1.26659 -0.160 -0.064 0.027
C 1.95142 2.27888 -1.60874 -0.281 0.147 -0.177
N 0.60863 2.60164 -1.09716 0.267 -0.029 0.065
C -0.40245 2.68146 -2.14309 -0.146 -0.092 -0.042
C -1.30016 1.45743 -2.07439 0.324 0.496 -1.195
O -0.75483 0.26475 -2.14751 1.211 0.352 -0.775
O -2.49521 1.55034 -1.83786 -0.024 0.450 -0.445
C 0.59663 3.75692 -0.15920 -0.044 -0.084 -0.175
C -0.81811 4.07910 0.32396 -0.066 0.025 0.051
C 1.60256 3.63896 0.99718 0.058 0.003 -0.020
C 1.42917 2.68375 2.19014 0.119 -0.277 0.008
C 2.56191 3.03174 3.17169 0.059 0.000 0.068
C 0.11549 2.83749 2.92703 -0.264 0.161 0.133
N 1.58349 1.28857 1.71598 -0.122 0.021 0.167
C 1.22835 0.21325 2.66675 0.058 0.076 -0.151
C 1.86484 -1.09454 2.20652 -0.011 -0.126 -0.058
N 1.17946 -1.78651 1.10336 -0.160 -0.056 0.030
C 0.05250 -2.58740 1.64743 0.266 0.147 0.085
C -0.83937 -3.05990 0.50341 -0.279 0.651 -0.222
O -0.87009 -4.22282 0.13227 0.096 -0.135 0.057
O -1.47316 -2.07038 -0.04193 0.243 -1.898 -0.223
H 3.45489 -4.32145 0.61985 -0.016 0.033 -0.002
H 2.48028 -3.95569 2.03859 0.005 0.009 -0.023
H 3.83742 -2.90804 1.60586 -0.015 -0.012 -0.008
H 1.41930 -3.38979 -0.17329 -0.025 0.035 -0.028
H 3.73617 -2.59155 -0.98309 -0.031 -0.032 0.013
H 3.35540 -1.06917 -0.26072 0.072 0.024 -0.051
H 1.34420 -3.45510 -2.54712 0.019 0.017 0.037
H 0.67055 -2.08642 -3.43815 0.014 -0.050 0.005
H 0.25560 -2.32380 -1.73979 0.023 0.042 0.018
H 3.68797 -2.75989 -3.20638 -0.005 0.006 -0.008
H 4.22322 -1.09353 -2.95582 -0.014 -0.018 0.004
H 2.96935 -1.46172 -4.16225 0.020 -0.009 0.005
H 2.07532 0.22297 -3.14637 -0.018 -0.121 0.020
H 0.38358 0.16188 -2.16307 -0.118 -0.150 -0.054
H 3.51595 0.82202 -1.25961 0.073 0.040 -0.131
H 2.04773 0.64498 -0.27353 0.000 -0.055 -0.014
H 1.94526 2.39204 -2.70107 0.087 0.041 -0.043
H 2.67381 3.01074 -1.24697 -0.007 -0.065 0.019
H 0.03299 2.76282 -3.14570 0.054 -0.061 -0.007
H -1.06465 3.52972 -2.00848 0.051 0.070 -0.025
H 0.95033 4.63393 -0.72914 0.004 0.091 -0.008
H -1.38232 3.18986 0.61098 0.042 0.008 -0.047
H -1.39991 4.62685 -0.41697 0.019 -0.029 -0.015
H -0.76731 4.70685 1.21186 0.012 0.030 -0.055
H 1.66858 4.65209 1.40877 -0.031 -0.014 0.025
H 2.60080 3.44813 0.58549 -0.049 0.027 0.062
H 2.44023 4.03769 3.58160 -0.008 -0.015 -0.031
H 3.53853 2.98105 2.67586 -0.033 0.000 0.025
H 2.56073 2.33716 4.01334 0.008 0.008 -0.025
H -0.08221 3.89432 3.13379 0.011 -0.081 -0.002
H 0.17598 2.33341 3.88506 -0.053 -0.097 0.226
H -0.74380 2.40270 2.41754 0.053 -0.030 -0.001
H 2.57466 1.17061 1.51395 0.001 0.031 0.035
H 0.14111 0.12599 2.74826 -0.029 -0.013 -0.066
H 1.59090 0.41685 3.68233 0.032 -0.012 0.017
H 1.95321 -1.76242 3.07458 -0.019 0.024 0.030
H 2.89288 -0.87078 1.89235 -0.002 -0.012 0.000
H -0.53912 -1.94974 2.30845 0.059 -0.025 -0.013
H 0.39864 -3.44907 2.23121 0.066 0.015 0.005
C -2.66020 0.48844 2.24160 -0.036 0.311 1.190
C -2.40203 0.00815 3.36437 0.125 -0.222 -0.533
C -2.02166 -0.74328 4.52198 0.195 -0.015 -0.002
C -2.28925 -2.16990 4.52086 -0.068 0.064 0.040
C -2.70360 -2.83929 3.34523 -0.178 -0.109 -0.051
C -2.98106 -4.19704 3.31815 0.026 0.103 0.003
C -2.88375 -4.97846 4.46609 0.015 0.107 0.030
C -2.52346 -4.33937 5.65014 -0.013 0.032 -0.055
C -2.24341 -2.98343 5.68232 0.111 0.024 -0.027
C -1.31132 -0.06739 5.58966 -0.064 0.075 0.000
C -0.32734 -0.66850 6.42184 -0.109 -0.017 -0.102
C 0.37003 0.04569 7.38188 -0.006 0.043 -0.014
C 0.14065 1.40482 7.59227 -0.049 -0.121 -0.082
C -0.82239 2.02001 6.79560 -0.032 0.010 -0.090
C -1.52283 1.31253 5.83310 0.071 0.105 -0.077
H -2.82652 -2.25128 2.44311 0.000 -0.050 0.016
H -3.27310 -4.65078 2.37705 0.014 0.009 -0.004
H -3.10111 -6.03898 4.44378 0.014 -0.009 -0.003
H -2.47392 -4.90729 6.57421 0.007 0.012 0.009
H -1.99894 -2.52757 6.63171 -0.045 -0.018 0.036
H -0.09002 -1.71373 6.27430 0.046 -0.002 0.006
H 1.12248 -0.46748 7.97306 -0.007 -0.019 -0.007
H 0.68568 1.95842 8.34642 0.004 -0.003 0.009
H -1.03686 3.07615 6.93136 -0.011 -0.007 -0.006
H -2.26430 1.81744 5.22425 0.006 0.031 -0.003
```
Positions in Å, forces in eV/Å.

Results
Electronic energy = -1913.7923 Eh
HOMO-LUMO gap = 3.44 eV
Net charge = -1
Highest occupied orbital energy = -1.6906 eV
ΔE to the lowest compared entry with this formula, charge and spin = 102.3 kJ/mol
F_max = 2.4 eV Å⁻¹



No. 3
DFT (the ωB97M-V functional and the def2-TZVPD basis) results for a cluster of 3 separate species, C2H10N2O2 in total in a non-equilibrium geometry.

XYZ file:
```
16
Properties=species:S:1:pos:R:3:forces:R:3
C 0.29788 -1.19971 1.54399 1.097 1.680 -1.154
C 0.40355 -1.27561 0.21815 1.961 -0.190 -3.254
N -0.43178 -0.64881 -0.82544 -0.573 -2.378 0.501
N 1.40663 -0.89243 2.41814 1.672 -3.657 0.100
H -0.55963 -0.76202 1.91687 -2.018 0.791 0.607
H 1.32245 -1.73707 -0.31589 -1.053 0.723 1.549
H -0.15355 0.25562 -1.12417 0.569 1.362 1.005
H -0.28949 -1.12343 -1.72235 -0.274 -0.538 0.664
H 2.06370 -1.75807 2.56401 -1.449 2.247 -0.299
H 1.05606 -0.62310 3.32118 -0.086 -0.205 0.341
H -3.54031 1.67058 -3.51935 2.378 -2.092 1.347
H -4.52494 2.10592 -4.28363 -0.955 1.148 -0.365
O -3.99353 2.46969 -3.56479 -1.427 0.943 -0.974
H 1.86266 0.55946 1.30342 0.104 0.426 -0.358
H 2.93774 1.61300 1.29294 -0.794 -0.034 -0.744
O 2.14257 1.34597 0.77690 0.847 -0.227 1.032
```
Positions in Å, forces in eV/Å.

Results
Electronic energy = -342.1048 Eh
HOMO-LUMO gap = 9.31 eV
Highest occupied orbital energy = -8.4764 eV
SMILES string = N/C=C/N.O.O
ΔE to the lowest compared entry with this formula, charge and spin = 233.9 kJ/mol
F_max = 4.0 eV Å⁻¹



No. 4
DFT (the ωB97M-V functional and the def2-TZVPD basis) results for a cluster of 2 separate species, C4H12N2O in total in a non-equilibrium geometry.

XYZ file:
```
19
Properties=species:S:1:pos:R:3:forces:R:3
C 0.48275 -1.98607 0.32722 0.693 -0.225 0.063
C 1.08892 -0.88043 1.17571 -0.267 0.517 0.199
C 1.50629 0.32885 0.33978 0.430 -0.148 0.354
N 0.43953 0.82671 -0.46903 -0.710 1.325 -0.860
C -0.31069 1.93411 -0.06250 1.261 -1.367 0.557
N -1.56803 1.86562 0.04296 -0.409 0.492 -0.590
H -0.50112 -1.74338 -0.05835 -0.124 0.044 0.000
H 1.15557 -2.17180 -0.51998 -0.175 -0.041 -0.035
H 0.44942 -2.91776 0.89107 -0.241 -0.020 -0.001
H 1.95871 -1.23281 1.73346 0.055 -0.084 -0.046
H 0.38641 -0.48509 1.91689 -0.153 -0.360 0.024
H 1.75856 1.13737 1.03206 0.245 0.027 -0.068
H 2.41155 0.07587 -0.22151 -0.133 0.142 -0.272
H 0.09692 0.38077 -1.30160 -0.003 -0.672 0.255
H 0.34713 2.76269 0.22296 -0.410 0.240 0.277
H -1.95251 2.76281 0.32510 -0.067 0.058 -0.060
H -2.19769 0.33258 -1.36539 -0.188 -0.175 0.191
H -3.22204 -0.47568 -2.18068 -0.022 0.020 -0.013
O -2.32970 -0.51437 -1.82817 0.219 0.226 0.026
```
Positions in Å, forces in eV/Å.

Results
Electronic energy = -344.3393 Eh
HOMO-LUMO gap = 9.97 eV
Highest occupied orbital energy = -8.9274 eV
SMILES string = [H]/N=C/NCCC.O
ΔE to the lowest compared entry with this formula, charge and spin = 120.0 kJ/mol
F_max = 1.9 eV Å⁻¹



No. 5
DFT (the ωB97M-V functional and the def2-TZVPD basis) results for a cluster of 2 separate species, CH2FO2S in total in a non-equilibrium geometry.

XYZ file:
```
7
Properties=species:S:1:pos:R:3:forces:R:3
C -2.37203 -0.12032 -0.32166 1.064 3.584 -1.065
O 3.55393 -0.14690 1.66041 0.351 0.160 1.049
O 3.05831 -0.85875 -0.60382 0.135 -1.257 -1.836
F -3.01505 0.87578 0.44336 0.389 -1.560 -0.616
S 2.75440 0.12089 0.44005 -0.544 1.105 0.762
H -1.24402 0.09963 -0.21714 -1.624 -1.139 0.131
H -2.73554 0.02969 -1.40120 0.228 -0.892 1.575
```
Positions in Å, forces in eV/Å.

Results
Electronic energy = -687.7671 Eh
HOMO-LUMO gap (alpha / beta) = 8.07 / 3.13 eV
Net charge = -1
Highest occupied orbital energy (alpha / beta) = -4.5770 / -1.1938 eV
ΔE to the lowest compared entry with this formula, charge and spin = 183.3 kJ/mol
F_max = 3.9 eV Å⁻¹



Q: The lowest ΔE to the lowest compared entry with this formula, charge and spin belongs to which entry?
A: C35H49N4O4Sr